C4H26O9 | ωB97M-V/def2-TZVPD

Structure (SMILES): CO.CO.CO.CO.O.O.O.O.O
Multiplicity: 1
Net charge: 0
HOMO: -9.451 eV
HOMO-LUMO gap: 9.54 eV
Calculated total energy: -845.03557 a.u.

Bonds (Å) are listed after each position.
Cartesian coordinates (Å):
1 C -1.1699 -1.3381 -3.0787  O2 1.384, H3 1.090, H4 1.090, H5 1.090
2 O -1.2201 -1.9901 -4.2984  C1 1.384, H6 0.960
3 H -0.6060 -1.9236 -2.3527  C1 1.090
4 H -0.5104 -0.4752 -3.1716  C1 1.090
5 H -2.0987 -1.0990 -2.5608  C1 1.090
6 H -0.3092 -2.2375 -4.4735  O2 0.960
7 C -1.7523 2.5877 1.8136  O8 1.394, H9 1.090, H10 1.090, H11 1.090
8 O -3.0831 2.3910 1.4478  C7 1.394, H12 0.960
9 H -0.9291 2.0447 1.3493  C7 1.090
10 H -1.5067 3.6347 1.6362  C7 1.090
11 H -1.6090 2.3798 2.8740  C7 1.090
12 H -3.5441 3.1401 1.8326  O8 0.960
13 C 2.3853 2.0428 2.0623  O14 1.415, H15 1.090, H16 1.090, H17 1.090
14 O 1.6632 2.2462 3.2620  C13 1.415, H18 0.960
15 H 3.3902 2.4652 2.0655  C13 1.090
16 H 2.6204 0.9785 2.0624  C13 1.090
17 H 1.8030 2.3512 1.1940  C13 1.090
18 H 1.7522 3.1786 3.4726  O14 0.960
19 C -0.3251 -0.7277 0.8172  O20 1.387, H21 1.090, H22 1.090, H23 1.090
20 O 0.3955 -1.7154 0.1618  C19 1.387, H24 0.960
21 H -0.6049 0.1546 0.2416  C19 1.090
22 H -1.2269 -1.1244 1.2837  C19 1.090
23 H 0.2719 -0.2881 1.6162  C19 1.090
24 H 0.1221 -2.5969 0.4261  O20 0.960
25 O 2.9514 -0.8442 -0.9133  H26 0.957, H27 0.957
26 H 2.1774 -0.6179 -0.3976  O25 0.957
27 H 2.7497 -1.7031 -1.2846  O25 0.957
28 O 0.4609 2.4464 -1.0263  H29 0.957, H30 0.957
29 H 1.0029 2.6260 -1.7945  O28 0.957
30 H 0.6382 3.1753 -0.4318  O28 0.957
31 O 0.2334 -4.1249 1.2088  H32 0.957, H33 0.957
32 H 1.1540 -4.0771 1.4664  O31 0.957
33 H -0.2506 -4.0367 2.0299  O31 0.957
34 O -2.0758 2.5473 -1.7496  H35 0.957, H36 0.957
35 H -2.2598 3.4010 -1.3578  O34 0.957
36 H -1.1432 2.4049 -1.5879  O34 0.957
37 O 0.3587 -4.9792 -1.5927  H38 0.957, H39 0.957
38 H -0.1230 -5.7980 -1.4753  O37 0.957
39 H 0.2176 -4.4988 -0.7769  O37 0.957